Molecular formula: C10H13N2
Method: DFT, ωB97M-V with the def2-TZVPD basis set

Geometry (Å):
C  2.477  -1.002  -0.014
C  1.297  -1.735  -0.304
C  2.333  0.313  -0.093
C  -1.187  -2.075  -0.305
C  -0.010  -1.266  -0.117
C  -2.558  -0.145  -0.150
C  -3.413  0.867  0.006
C  0.968  0.984  -0.125
C  0.813  1.471  -1.519
C  -0.392  0.173  1.785
N  -2.308  -1.338  -0.375
N  -0.127  0.048  0.368
H  3.368  -1.445  0.151
H  1.349  -2.758  -0.629
H  3.270  0.988  -0.054
H  -1.097  -3.095  -0.415
H  -3.019  1.887  -0.089
H  -4.433  0.834  0.200
H  1.035  1.775  0.571
H  1.180  2.504  -1.471
H  -0.204  1.407  -1.775
H  1.594  0.959  -2.134
H  -1.305  -0.261  2.128
H  0.482  -0.286  2.248
H  -0.113  1.196  2.112

Results
* structure (SMILES): C=C=[N+]=CC1=CC=C[C@@H](C)N1C
* total charge: +1
* relative energy (zero: lowest compared OMol25 entry of this formula, charge and spin): 5.637 eV
* calculated total energy: -13549.69700 eV
* frontier orbital gap (alpha / beta): 6.75 / 6.74 eV


Molecular formula: C10H13N3
Method: DFT, ωB97M-V with the def2-TZVPD basis set

Geometry (Å):
C  3.827  0.633  -0.226
C  3.666  -0.806  0.045
C  2.142  -1.159  -0.172
C  2.467  1.145  0.364
C  -1.908  -0.268  0.005
C  -2.860  -1.310  0.203
C  -4.220  -0.985  0.084
C  -4.644  0.347  -0.142
C  -3.585  1.275  -0.016
C  -2.215  1.018  -0.032
H  3.753  0.756  -1.357
H  4.646  1.123  0.349
H  4.252  -1.361  -0.641
H  3.989  -1.207  1.092
H  1.924  -1.481  -1.192
H  1.604  -1.919  0.542
H  2.077  2.183  0.119
H  2.425  1.326  1.461
H  -2.541  -2.405  0.365
H  -4.965  -1.704  0.190
H  -5.721  0.614  -0.523
H  -3.895  2.401  -0.353
H  -1.621  1.944  0.040
N  1.550  0.123  -0.112
N  0.266  0.369  0.032
N  -0.411  -0.652  -0.125

Results
* structure (SMILES): c1ccc(/N=N/N2CCCC2)cc1
* relative energy (zero: lowest compared OMol25 entry of this formula, charge and spin): 3.653 eV
* calculated total energy: -15047.44202 eV
* frontier orbital gap: 9.12 eV


Molecular formula: C10H13NO
Method: DFT, ωB97M-V with the def2-TZVPD basis set

Geometry (Å):
O  1.727  1.951  1.376
C  1.739  2.937  0.363
C  2.929  1.208  1.360
H  0.784  3.486  0.418
H  1.829  2.488  -0.640
H  2.566  3.654  0.503
H  3.070  0.685  0.399
H  3.807  1.850  1.542
H  2.870  0.456  2.164
C  -2.656  -1.174  1.079
C  -1.862  -0.264  1.739
C  -1.459  -2.325  -2.341
C  -0.282  -1.547  -2.362
C  -2.327  -2.290  -1.261
C  0.051  -0.717  -1.300
C  -2.019  -1.459  -0.168
C  -0.827  -0.684  -0.212
N  -0.763  0.029  0.962
H  -3.592  -1.588  1.455
H  -1.991  0.206  2.713
H  -1.687  -2.969  -3.200
H  0.383  -1.599  -3.234
H  -3.240  -2.901  -1.257
H  0.967  -0.112  -1.318
H  -0.016  0.678  1.220

Results
* structure (SMILES): c1ccc2[nH]ccc2c1.COC
* relative energy (zero: lowest compared OMol25 entry of this formula, charge and spin): 0.416 eV
* calculated total energy: -14118.01836 eV
* frontier orbital gap: 8.57 eV